Entry 1:
The following is a quantum chemistry calculation of an isolated ion of composition C4H11N3O and charge +2 at a distorted geometry, from OMol25.

The charge is +2.

Each line ends with the Mulliken charge.
Positions of all 19 atoms, in Å:
C (1.8553, 0.4385, -0.1967)  0.184
C (0.3663, 0.8676, -0.4117)  -0.423
C (1.5352, -1.8142, 0.6621)  -0.145
C (-1.6469, -0.5359, -0.8353)  -1.140
N (2.1770, -0.9030, 0.0553)  0.036
N (-0.7601, 0.1964, 0.1393)  0.041
N (-1.6026, 1.0866, 0.9231)  -0.613
O (2.7140, 1.2230, -0.5465)  -0.375
H (0.5347, 1.9158, -0.1382)  0.443
H (0.2010, 0.9829, -1.5417)  0.391
H (0.5326, -1.6325, 0.9650)  0.341
H (2.1610, -2.7313, 0.8668)  0.323
H (-2.4988, -0.9039, -0.2869)  0.463
H (-1.9854, 0.1471, -1.5170)  0.523
H (-0.9725, -1.3493, -1.1481)  0.349
H (3.1388, -1.1633, -0.2907)  0.380
H (-2.5555, 0.6619, 1.0920)  0.393
H (-1.8721, 1.9597, 0.3306)  0.435
H (-1.3218, 1.5538, 1.8785)  0.394

Entry 2:
The following is a quantum chemistry calculation of a 2-piece molecular cluster, C4H11N3O overall at a distorted geometry, from OMol25.

The charge is +2.

Each line ends with the Mulliken charge.
Positions of all 19 atoms, in Å:
C (0.1870, -2.5557, -0.1449)  0.436
C (0.3088, 2.7149, 0.4631)  -0.515
C (-1.0158, 1.9912, 0.0446)  -0.260
C (0.5492, 0.2611, 0.2699)  -0.213
N (0.3950, -3.0442, -1.3981)  -0.345
N (-1.0360, -2.2689, 0.2593)  -0.410
N (1.1426, 1.5728, 0.7466)  -0.005
O (-0.5813, 0.5091, 0.0395)  -0.137
H (0.5996, 3.3545, -0.3556)  0.307
H (0.2202, 3.4206, 1.3072)  0.362
H (-1.8162, 2.0332, 0.8029)  0.285
H (-1.4293, 2.1201, -0.9365)  0.320
H (1.2418, -2.6463, 0.4284)  0.326
H (1.2372, -3.2666, -1.8668)  0.241
H (-0.2367, -3.3185, -2.1632)  0.247
H (-1.3315, -1.6994, 1.0310)  0.266
H (-1.8861, -2.2433, -0.3419)  0.281
H (1.9382, 1.7048, 0.0943)  0.400
H (1.5133, 1.3607, 1.7202)  0.414

Entry 3:
The following is a quantum chemistry calculation of a 2-piece molecular cluster, C4H11N3O2 overall at a distorted geometry, from OMol25.

Each line ends with the Mulliken charge.
Positions of all 20 atoms, in Å:
C (1.4500, 0.9836, -3.4392)  -0.690
C (0.4552, 0.5767, -1.0425)  0.312
N (0.4618, -0.6692, -0.6326)  -0.601
N (0.5357, 1.2567, -2.2949)  -0.306
N (0.3664, 1.4987, 0.0095)  -0.355
H (0.8555, -1.3006, -1.3058)  0.170
H (0.4121, -0.8556, 1.8727)  0.268
H (-0.3756, 0.9669, -2.7354)  0.261
H (0.2446, 1.0603, 0.8438)  0.319
H (0.0049, 2.4663, -0.2473)  0.239
H (0.8437, 0.4988, -4.2488)  0.240
H (2.3509, 0.3684, -3.2027)  0.289
H (1.6077, 2.0875, -3.7236)  0.261
C (-1.7657, -1.8211, 2.7341)  -0.975
C (-1.0205, -0.6600, 3.2440)  0.750
O (0.0691, -0.1978, 2.3961)  -0.613
O (-1.1255, 0.0665, 4.1638)  -0.490
H (-2.0361, -1.6302, 1.7261)  0.350
H (-2.4917, -2.1675, 3.4057)  0.301
H (-0.8426, -2.5285, 2.4770)  0.271

Entry 4:
The following is a quantum chemistry calculation of a 2-piece molecular cluster, C4H11N3O2 overall at a distorted geometry, from OMol25.

Each line ends with the Mulliken charge.
Positions of all 20 atoms, in Å:
C (-1.0556, 0.6061, 2.1008)  -0.736
C (-1.8130, 1.5896, -0.1130)  0.342
N (-2.2399, 0.5361, -0.7442)  -0.557
N (-0.8188, 1.4407, 0.8979)  -0.290
N (-2.1258, 2.9859, -0.2682)  -0.380
H (0.6898, -0.5795, -1.0343)  0.276
H (-2.8557, 0.6285, -1.3870)  0.190
H (0.0866, 1.5380, 0.4869)  0.226
H (-2.5234, 3.5782, 0.3489)  0.171
H (-2.3339, 3.1896, -1.2387)  0.226
H (-2.0969, 0.6959, 2.5574)  0.241
H (-0.2599, 0.9155, 2.7544)  0.329
H (-1.1102, -0.4806, 1.8237)  0.275
C (2.4776, -3.0708, -0.3031)  -0.905
C (1.9046, -1.7661, -0.4010)  0.705
O (1.0717, -1.3285, -1.3862)  -0.469
O (2.6086, -0.9468, 0.0742)  -0.499
H (2.9995, -3.0624, 0.6480)  0.312
H (3.3351, -3.0984, -1.0575)  0.244
H (1.8366, -4.0142, -0.3070)  0.297

Quick rundown of orbital gap, same order as above: 9.166 11.145 9.731 9.479 eV
Quick rundown of relative energy (zero: lowest compared OMol25 entry of this formula, charge and spin), same order as above: 269.7 213.0 266.1 341.5 kJ/mol